[1]
Entry from OMol25: a structure of composition C18H19CoF6N4O5S2 (ωB97M-V/def2-TZVPD).

The geometry in XYZ format:
```
55
Properties=species:S:1:pos:R:3:forces:R:3:nbo_charge:R:1
O -0.620352 3.741593 1.919028 0.00 0.03 0.03 -0.64
H -0.290296 1.501385 3.408426 0.00 -0.02 0.01 0.23
H 1.332311 -0.328726 4.794484 0.01 -0.01 0.00 0.23
N -2.914137 -1.805466 -0.676216 0.11 0.02 -0.06 -1.23
H 1.767924 -2.778369 4.680460 0.01 0.00 0.00 0.23
F -4.485252 1.343749 0.804122 0.00 0.02 0.05 -0.30
C -0.880601 2.875954 -0.298332 -0.02 -0.04 -0.03 0.14
F -1.017786 -3.987575 -0.270361 -0.05 -0.02 0.01 -0.31
C 1.467302 -2.230938 3.796972 -0.02 0.01 -0.01 -0.14
C -0.419940 2.821680 1.137135 0.05 -0.03 0.00 0.62
C 0.534853 1.282596 2.721179 0.04 0.01 -0.12 -0.27
H -0.934735 0.725183 -2.764753 0.00 0.05 -0.02 0.23
C 2.909186 -0.262640 -0.504937 0.00 0.00 -0.02 -0.25
H 1.405756 1.829117 3.101670 -0.01 0.01 -0.01 0.22
F -2.177433 -4.375966 -2.062054 0.00 -0.06 0.03 -0.29
H 1.488000 -3.945513 2.478410 0.00 0.00 0.01 0.23
H 3.648211 -2.200828 -1.170030 0.00 0.00 0.01 0.21
H 4.197475 0.861224 -1.841976 0.00 0.00 0.00 0.20
O -2.020967 -1.618297 -3.006978 0.00 -0.03 0.01 -0.90
C -1.623667 2.767486 -2.913047 -0.01 0.01 0.01 -0.23
H 4.334388 1.345736 -0.149276 0.00 0.00 -0.01 0.21
C 0.829050 -0.191694 2.722990 0.00 0.01 -0.01 0.27
C -1.081479 1.673382 -2.264207 0.03 0.02 0.02 0.06
H 2.883669 -1.233596 -2.432729 0.00 0.00 0.00 0.20
C -4.275787 0.407422 -0.114113 -0.07 0.02 -0.05 0.72
H -1.905270 2.684624 -3.952804 0.00 0.00 0.00 0.23
F -3.719184 0.977705 -1.186658 0.04 0.01 -0.01 -0.32
N 0.685368 -0.832433 1.552817 0.00 0.10 0.00 -0.44
C -1.427407 4.004379 -0.873828 0.02 -0.02 0.04 -0.21
C -1.805224 3.946226 -2.205226 0.00 0.01 -0.04 -0.14
O -1.975945 -0.124766 0.974286 0.03 0.07 0.00 -0.97
C 1.719574 0.668101 -0.725944 -0.02 0.02 -0.01 -0.47
F -0.089417 -3.814326 -2.214860 -0.02 0.00 -0.02 -0.31
H -2.233860 4.813064 -2.690687 -0.01 0.00 0.00 0.23
C -1.221883 -3.627664 -1.538016 0.02 0.05 -0.07 0.73
H 0.790807 -2.605140 0.515180 0.01 0.05 0.07 0.22
H 1.968512 1.687602 -0.424818 0.03 -0.02 -0.02 0.19
H 2.954761 -0.564934 0.544707 0.02 0.00 0.02 0.19
S -1.690882 -1.850468 -1.639429 -0.36 0.11 0.08 2.28
C 0.923532 -2.147315 1.484688 -0.05 0.00 -0.05 0.07
N 0.194419 1.661504 1.371958 0.01 -0.07 0.16 -0.57
C 2.824673 -1.514708 -1.377585 -0.07 0.00 0.03 -0.61
C 1.226609 -0.872916 3.865730 -0.01 0.00 0.00 -0.24
C 1.312038 -2.884651 2.580917 0.02 0.03 0.01 -0.25
H 5.074973 -0.162983 -0.702237 0.01 0.00 0.00 0.21
C 4.206651 0.489713 -0.813965 -0.01 0.00 0.00 -0.60
H -1.538207 4.889556 -0.263655 0.00 0.00 0.00 0.25
F -5.435860 -0.124090 -0.472476 0.00 -0.04 0.03 -0.30
H 1.884744 -2.053186 -1.247466 0.06 0.04 0.00 0.20
O -3.895328 -1.544768 1.580153 0.04 0.03 -0.03 -0.89
H 1.466313 0.680647 -1.792579 0.04 0.00 -0.01 0.18
N -0.725585 1.732677 -0.981259 -0.01 0.01 -0.05 -0.42
Co 0.017038 0.318540 0.121678 -0.24 -0.18 0.00 1.00
O -0.493351 -1.170331 -1.155680 0.39 -0.02 0.08 -0.98
S -3.148299 -0.876554 0.571191 0.00 -0.15 -0.05 2.29
```
Forces are in eV/Å.

Summary:
- HOMO-LUMO gap (eV) = 8.726
- ΔE to the lowest compared entry with this formula, charge and spin (kcal per mole) = 0.0
- HOMO level (eV) = -8.9

***

[2]
Entry from OMol25: the molecule C3H10N2O3 in a non-equilibrium geometry (ωB97M-V/def2-TZVPD).

The geometry in XYZ format:
```
18
Properties=species:S:1:pos:R:3:forces:R:3:nbo_charge:R:1
C -1.727896 -0.915588 -0.505902 -0.21 -0.10 -0.31 -0.44
H 0.784476 -0.717397 1.742582 0.05 0.16 -0.24 0.19
C 0.443871 -0.525865 0.721588 -0.92 0.29 -1.26 0.21
H 2.749421 -0.013452 -0.018380 -0.11 0.26 0.31 0.47
N 0.826983 1.104269 -1.165833 -0.42 -0.10 -0.41 -0.88
H 0.629809 1.671178 0.851501 0.17 -0.26 0.21 0.18
N -1.074274 -0.636655 0.762977 0.48 -0.01 -0.05 -0.18
O 0.987017 -1.548325 -0.101315 -0.23 0.08 0.46 -0.72
O -1.618602 0.623466 1.239578 0.27 -0.76 0.35 -0.61
H -0.100625 1.502366 -1.302368 0.13 -0.09 -0.18 0.37
H -1.553759 -0.152058 -1.268943 0.06 0.05 -0.08 0.17
C 1.002316 0.846711 0.238995 1.88 -0.45 1.22 0.20
H 1.500206 1.817504 -1.442487 -0.13 -0.18 0.10 0.38
H -1.414095 -1.886854 -0.902295 0.14 0.22 0.24 0.22
O 2.452965 0.759439 0.495632 -1.45 0.14 -0.51 -0.72
H -2.812626 -0.976843 -0.359430 0.28 0.05 0.22 0.21
H -2.074415 0.340478 2.054977 0.30 0.30 -0.52 0.48
H 0.999229 -1.292372 -1.040876 -0.28 0.39 0.45 0.49
```
Forces are in eV/Å.

Summary:
- SMILES = CN(O)[C@@H](O)[C@H](N)O
- HOMO-LUMO gap (eV) = 9.775
- ΔE to the lowest compared entry with this formula, charge and spin (kcal per mole) = 67.0
- HOMO level (eV) = -9.0

***

[3]
Entry from OMol25: a cluster of 3 separate species, C3H7O2 in total (ωB97M-V/def2-TZVPD).

The geometry in XYZ format:
```
12
Properties=species:S:1:pos:R:3:forces:R:3:nbo_charge:R:1
C 1.164425 2.694263 0.290708 0.04 -0.43 0.37 -0.76
H 1.908952 2.413875 1.032283 0.19 0.19 -0.12 0.16
C 0.179707 1.782613 0.015183 0.40 0.41 -0.63 0.24
H -1.402108 -1.587553 0.895524 0.05 0.12 0.05 0.10
C -1.823706 -1.269381 -0.071556 0.23 -0.15 -0.06 0.31
H 1.631635 -4.385267 -0.029292 0.02 0.34 -0.25 -0.02
H 1.267049 3.606773 -0.279585 -0.14 0.13 0.11 0.17
O 0.049881 0.591073 0.433368 -0.37 -0.06 0.25 -0.83
O -3.010714 -1.326949 -0.285949 -0.14 0.07 -0.04 -0.58
H -0.549387 2.175814 -0.740545 -0.15 -0.28 0.07 0.05
H 1.665700 -3.762701 -0.452766 -0.03 -0.33 0.25 0.02
H -1.081439 -0.932556 -0.807370 -0.11 0.00 0.00 0.14
```
Forces are in eV/Å.

Summary:
- HOMO-LUMO gap (eV) = 6.554
- total charge = -1
- ΔE to the lowest compared entry with this formula, charge and spin (kcal per mole) = 73.2
- HOMO level (eV) = -2.5